1.
A single C11H11FN4O2 molecule, computed with ωB97M-V with the def2-TZVPD basis set.

Strongest force on any atom, eV/Å: 1.02
Highest occupied orbital energy, eV: -8.53
DFT total energy, eV: -24359.1948
Orbital gap, eV: 9.257

Atoms and positions in Å:
C (1.22371, -0.07828, 3.07256)
H (1.10050, 0.96533, 2.77484)
H (1.68702, -0.13917, 4.05489)
H (0.24544, -0.56384, 3.08371)
O (2.10603, -0.74961, 2.19088)
C (1.75035, -0.80118, 0.91900)
N (0.61230, -0.23661, 0.53962)
C (0.34414, -0.34064, -0.76179)
N (1.12779, -0.95497, -1.64936)
C (2.23816, -1.48426, -1.15692)
N (2.59805, -1.43543, 0.12231)
O (3.00586, -2.09024, -2.04033)
C (4.21662, -2.68603, -1.59290)
H (5.03923, -2.22586, -2.14175)
H (4.34203, -2.53515, -0.52180)
H (4.17306, -3.75103, -1.82474)
N (-0.77941, 0.18758, -1.29632)
C (-1.82824, 0.88696, -0.71991)
C (-2.85628, 1.31257, -1.56199)
C (-3.91825, 2.01092, -1.02537)
C (-4.00395, 2.30689, 0.32280)
C (-2.97728, 1.87866, 1.14717)
C (-1.89874, 1.17691, 0.64134)
H (-1.10301, 0.84591, 1.28449)
H (-3.01923, 2.09604, 2.20349)
H (-4.85043, 2.85455, 0.70326)
F (-4.90525, 2.41650, -1.85183)
H (-2.83344, 1.10503, -2.62078)
H (-0.83677, 0.02843, -2.29456)

***

2.
A molecular structure, C2H7NS, computed with ωB97M-V with the def2-TZVPD basis set.

Strongest force on any atom, eV/Å: 3.62
Relative energy (zero: lowest compared OMol25 entry of this formula, charge and spin), kcal/mol: 102.2
Highest occupied orbital energy (spin up / spin down), eV: -8.25 / -8.19
DFT total energy, eV: -14508.2276
Orbital gap (spin up / spin down), eV: 8.414 / 8.398

Atoms and positions in Å:
C (0.27893, 1.46051, 0.29471)
C (-1.10598, -1.05230, 0.24998)
N (1.71967, -0.66707, -1.20015)
S (0.49075, -0.29728, 0.78275)
H (-0.22897, 1.28444, -0.68030)
H (1.11910, 2.08456, 0.16324)
H (-0.49942, 1.97998, 0.88129)
H (-1.96453, -0.61399, 0.82765)
H (-0.91285, -2.16164, 0.29081)
H (-1.28007, -0.62132, -0.80492)
H (2.38338, -1.39589, -0.80505)

***

3.
13 unconnected molecules or ions with the total composition C5H38NO13S, computed with ωB97M-V with the def2-TZVPD basis set.

Strongest force on any atom, eV/Å: 2.70
Net charge: +1
Relative energy (zero: lowest compared OMol25 entry of this formula, charge and spin), kcal/mol: 75.6
Highest occupied orbital energy, eV: -10.78
DFT total energy, eV: -44739.5305
Orbital gap, eV: 8.444

Atoms and positions in Å:
C (-0.65956, 2.41776, -0.17432)
O (-0.08839, 2.51108, 1.14714)
C (-0.81155, 0.91464, -0.22540)
C (-1.03221, 0.32798, -1.63224)
C (0.25508, 0.11238, -2.44493)
S (0.22752, 1.02972, -4.09601)
C (-1.28559, 0.26021, -4.72383)
N (-1.82446, 0.32419, 0.70574)
H (-1.59649, 2.95345, -0.02643)
H (-0.02650, 2.74927, -0.99541)
H (-0.35056, 3.32505, 1.58664)
H (0.11740, 0.40820, 0.05526)
H (-1.77045, 0.86838, -2.24367)
H (-1.47266, -0.64773, -1.40882)
H (1.20859, 0.46368, -2.04679)
H (0.39491, -0.94374, -2.72097)
H (-1.27562, -0.76792, -4.36536)
H (-1.40962, 0.33685, -5.80824)
H (-2.21258, 0.60294, -4.26114)
H (-2.68640, 0.15618, 0.19157)
H (-2.16174, 1.02782, 1.39210)
H (-1.50041, -0.51522, 1.15869)
H (4.23458, 0.90421, 1.73610)
H (5.58166, 0.91796, 2.09431)
O (5.04260, 1.35977, 1.41778)
H (-4.04582, -0.69670, -0.99418)
H (-5.46113, -0.22569, -1.08085)
O (-4.56085, 0.07674, -1.26676)
H (3.35842, -1.64978, -1.33740)
H (3.07920, -3.14768, -1.37446)
O (3.05961, -2.39311, -0.77229)
H (-2.30081, -2.65622, -0.05839)
H (-3.39018, -2.34941, -1.11531)
O (-3.04411, -2.05859, -0.26416)
H (-4.69782, 1.86046, 1.77374)
H (-4.78196, 1.39598, 0.30509)
O (-4.15658, 1.61623, 1.01348)
H (-0.17550, -2.89650, 0.30840)
H (-0.19088, -4.26762, -0.55615)
O (-0.71302, -3.51089, -0.26692)
H (2.22526, 3.45402, 2.15062)
H (3.56284, 2.70382, 2.31218)
O (2.60527, 2.57977, 2.26090)
H (4.75693, 0.39976, -1.77502)
H (3.89867, 1.05149, -0.65647)
O (3.85701, 0.49804, -1.44602)
H (1.36127, -1.80301, 0.93554)
H (0.87130, -1.48314, 2.23847)
O (0.48523, -1.72636, 1.36529)
H (-1.20338, -1.62120, 3.05776)
H (-2.41328, -1.24308, 3.72274)
O (-1.77097, -0.83466, 3.11785)
H (3.91674, -0.76458, 0.63390)
H (3.67644, -1.72849, 1.86045)
O (3.49141, -0.86032, 1.49290)
H (0.65196, 0.27945, 3.85693)
H (1.66072, 0.82133, 2.82563)
O (1.49041, 0.08281, 3.42069)

***

4.
A molecular structure, C22H45N2P3SeV, computed with ωB97M-V with the def2-TZVPD basis set.

Strongest force on any atom, eV/Å: 5.67
Net charge: +3
Relative energy (zero: lowest compared OMol25 entry of this formula, charge and spin), kcal/mol: 35.7
Highest occupied orbital energy (spin up / spin down), eV: -15.28 / -17.49
DFT total energy, eV: -145396.1373
Orbital gap (spin up / spin down), eV: 3.590 / 6.787
Multiplicity: 3

Atoms and positions in Å:
V (-0.68278, 1.09631, -0.20461)
P (-0.08927, 3.06574, 0.98830)
P (-2.10783, 0.38087, 1.50650)
P (0.73681, 1.84036, -2.26923)
H (-0.25368, -3.97460, 1.60726)
C (-0.97327, -3.78900, 0.80858)
C (-0.66715, -4.58865, -0.42685)
H (-0.60476, -5.65679, -0.18681)
C (-1.29703, 4.43565, 0.78146)
C (0.10718, 3.02534, 2.81038)
C (1.47075, 3.89542, 0.50415)
C (-3.26097, -0.92688, 0.97085)
C (-1.29403, -0.37853, 2.95211)
C (-3.27122, 1.60770, 2.20517)
C (0.30468, 0.73607, -3.65735)
C (2.55661, 1.68801, -2.21550)
C (0.45388, 3.48120, -3.02882)
H (-1.97907, -3.96147, 1.19559)
H (-1.43191, -4.43518, -1.19521)
H (-0.83380, 5.36309, 1.14643)
H (-2.20780, 4.23190, 1.35814)
H (-1.56866, 4.55333, -0.27523)
H (0.48665, 4.00429, 3.13529)
H (0.83130, 2.25503, 3.10140)
H (-0.84528, 2.82763, 3.31520)
H (1.56518, 4.81645, 1.09765)
H (1.46536, 4.15117, -0.56215)
H (2.33509, 3.25232, 0.71035)
H (-4.03214, -1.04753, 1.74407)
H (-2.72945, -1.87738, 0.83631)
H (-3.73427, -0.65839, 0.01817)
H (-2.06028, -0.76756, 3.63686)
H (-0.67089, 0.35615, 3.47724)
H (-0.65386, -1.20780, 2.62268)
H (-4.06770, 1.05358, 2.72127)
H (-3.71674, 2.20545, 1.39923)
H (-2.77586, 2.27714, 2.91853)
H (0.66505, 1.20372, -4.58382)
H (-0.78138, 0.59024, -3.72628)
H (0.79196, -0.23772, -3.52557)
H (3.00926, 2.36502, -2.95422)
H (2.83711, 0.65305, -2.44783)
H (2.93464, 1.93548, -1.21559)
H (0.77281, 3.41565, -4.07846)
H (1.03289, 4.25989, -2.51949)
H (-0.61251, 3.73890, -2.99274)
C (-3.49409, 0.44234, -2.21725)
C (-3.07866, -0.79693, -2.69878)
C (-4.04822, -1.73199, -3.09537)
C (-5.40778, -1.40034, -3.04388)
C (-5.80876, -0.12826, -2.60969)
C (-4.84653, 0.80566, -2.20995)
Se (-2.19221, 1.81842, -1.43350)
H (-0.88208, -2.56808, 0.57701)
H (-2.01560, -1.03604, -2.77297)
H (-3.73582, -2.71599, -3.45119)
H (-6.15740, -2.13179, -3.35095)
H (-6.86650, 0.13754, -2.58525)
H (-5.13282, 1.80583, -1.88111)
C (1.49880, -3.68859, -1.40031)
C (1.63470, -2.37617, -0.81548)
C (2.47697, -1.83540, 0.15851)
C (1.90223, -0.64013, 0.59720)
N (0.78062, -0.41246, -0.12322)
N (0.65310, -1.45746, -0.98643)
C (2.34247, 0.25870, 1.67503)
H (1.39051, -3.62242, -2.48938)
H (2.36648, -4.30202, -1.14626)
H (0.43710, -4.26684, -0.94388)
H (3.36965, -2.29185, 0.54992)
H (-0.15967, -1.56506, -1.59290)
H (1.64413, 0.25399, 2.52829)
H (3.31510, -0.09775, 2.04730)
H (2.47997, 1.29377, 1.32692)

***

5.
A molecular structure, C16H27N5O12S3, computed with ωB97M-V with the def2-TZVPD basis set.

Strongest force on any atom, eV/Å: 4.60
Relative energy (zero: lowest compared OMol25 entry of this formula, charge and spin), kcal/mol: 0.0
Highest occupied orbital energy, eV: -10.80
DFT total energy, eV: -81550.8864
Orbital gap, eV: 10.853

Atoms and positions in Å:
C (4.72413, 0.50487, -3.73087)
C (4.26760, 1.49453, -2.78578)
N (3.90874, 2.23459, -1.97267)
H (4.76424, -0.53206, -3.37203)
H (5.74888, 0.73736, -4.05384)
H (4.06920, 0.56412, -4.64539)
C (1.26548, 7.08439, -1.33958)
C (1.28389, 5.74181, -0.81115)
N (1.25705, 4.64948, -0.51424)
H (0.82695, 7.07895, -2.36367)
H (2.28912, 7.40465, -1.36621)
H (0.83910, 7.77650, -0.63825)
C (0.65687, -6.05695, 1.05430)
C (-0.55374, -6.45032, 1.90419)
N (-1.41844, -6.71955, 2.58214)
H (0.34950, -5.46166, 0.23853)
H (1.14612, -6.95848, 0.62477)
H (1.38966, -5.41084, 1.54331)
C (-2.97567, -3.10936, -1.36747)
C (-2.11986, -4.27680, -1.44079)
N (-1.37684, -5.11932, -1.44989)
H (-2.83092, -2.54730, -2.29070)
H (-2.69733, -2.48541, -0.49968)
H (-4.08411, -3.36197, -1.27587)
C (-4.15083, -1.21173, 3.31711)
C (-3.60959, -2.34252, 2.57448)
N (-3.24950, -3.24100, 1.93141)
H (-3.40101, -0.69444, 3.91681)
H (-4.96956, -1.44620, 3.98170)
H (-4.52591, -0.41690, 2.67415)
C (-2.80335, 2.62267, -0.46886)
C (-1.97950, 3.81152, -0.24114)
O (-2.18106, 4.65058, -1.42713)
S (-2.10479, 3.71234, -2.68111)
O (-0.79520, 3.37543, -3.01569)
O (-2.95588, 4.28879, -3.64503)
O (-2.73019, 2.40046, -1.90070)
H (-3.79538, 2.94524, -0.23235)
H (-2.44203, 1.74834, 0.03545)
H (-0.89002, 3.60703, -0.17866)
H (-2.26561, 4.42604, 0.56952)
C (1.02043, 1.36859, -1.57872)
C (1.73999, 0.80741, -0.29073)
O (0.75030, 0.35391, 0.55304)
S (-0.45964, -0.22539, -0.34719)
O (-1.66975, -0.22148, 0.36675)
O (0.04636, -1.45348, -0.91544)
O (-0.32953, 0.93987, -1.40735)
H (1.46943, 0.93739, -2.46977)
H (0.92902, 2.47018, -1.55482)
H (2.18512, 1.63943, 0.31821)
H (2.44196, -0.02876, -0.52216)
C (1.76883, -1.23449, 3.68407)
C (0.72581, -2.21426, 3.14721)
O (1.46026, -3.06469, 2.20786)
S (2.80786, -2.37174, 1.68239)
O (2.79561, -2.11872, 0.29732)
O (3.95433, -3.07374, 2.22149)
O (2.59485, -0.94261, 2.47479)
H (2.43458, -1.62152, 4.41085)
H (1.27785, -0.31201, 3.99588)
H (-0.12787, -1.76746, 2.59572)
H (0.30398, -2.88331, 3.89148)